1.
Formula: C4H10O
Source: the OMol25 dataset
Level of theory: ωB97M-V/def2-TZVPD

## Properties
- Spin multiplicity: 1
- Net charge: 0
- Strongest force on any atom: 2.157 eV/Å
- Orbital gap: 10.630 eV
- DFT total energy: -6355.9662 eV
- ΔE to the lowest compared entry with this formula, charge and spin: 42.36 kcal per mole

Structure (XYZ):
```
15
Properties=species:S:1:pos:R:3:forces:R:3
C 1.499 0.602 2.005 0.28 1.02 -1.13
C 2.084 1.099 0.906 -0.14 0.80 0.94
H 2.048 0.482 2.929 -0.07 -0.76 -0.04
H 0.415 0.544 1.960 0.12 -0.06 0.54
H 3.157 1.277 0.812 -0.24 -0.18 0.20
H 1.458 1.628 0.192 0.09 -0.84 -0.47
C -1.094 -1.473 -0.401 0.16 0.89 0.75
C -1.443 -0.312 -1.332 1.06 -1.27 -1.39
O -0.397 0.682 -1.415 -0.66 -0.54 0.59
H -0.675 -1.146 0.562 -0.29 0.07 -0.21
H -2.007 -2.036 -0.204 0.15 -0.16 -0.06
H -0.334 -2.107 -0.843 -0.01 -0.17 -0.17
H -2.435 0.081 -1.170 -0.12 0.49 0.45
H -1.477 -0.828 -2.315 -0.28 0.55 0.12
H -0.799 1.507 -1.687 -0.05 0.14 -0.10
```
Positions in Å, forces in eV/Å.

Mulliken population analysis, charges in e, atoms 1 to 6: number 1, C, carries -0.5065; number 2, C, carries -0.3946; number 3, H, carries 0.2733; number 4, H, carries 0.2069; number 5, H, carries 0.2571; number 6, H, carries 0.1577

2.
Formula: C2H4BrClIN
Source: the OMol25 dataset
Level of theory: ωB97M-V/def2-TZVPD

## Properties
- Spin multiplicity: 3
- Net charge: 0
- ⟨S²⟩: 2.0113
- Strongest force on any atom: 4.382 eV/Å
- Orbital gap (alpha / beta): 7.077 / 6.610 eV
- DFT total energy: -94290.0237 eV
- ΔE to the lowest compared entry with this formula, charge and spin: 23.46 kcal per mole

Structure (XYZ):
```
10
Properties=species:S:1:pos:R:3:forces:R:3
C 0.115 -0.868 -0.926 -1.38 0.55 2.84
C 0.187 1.019 0.646 -1.77 1.77 0.99
N -0.596 0.235 -0.198 1.88 -1.51 -0.22
Cl 1.396 1.690 -0.481 0.51 1.38 0.86
Br 1.160 -0.082 2.071 -0.51 0.70 -0.54
I -2.426 -0.430 0.627 -3.12 -0.67 1.10
H -0.532 -1.454 -1.501 -1.13 -0.12 -1.41
H 0.902 -0.385 -1.369 1.99 0.20 -1.66
H 0.416 -1.587 -0.165 0.59 0.17 0.17
H -0.622 1.861 1.297 2.94 -2.46 -2.12
```
Positions in Å, forces in eV/Å.

Mulliken population analysis, charges in e, atoms 1 to 6: number 1, C, carries -0.8773; number 2, C, carries 0.0314; number 3, N, carries -0.3674; number 4, Cl, carries -0.1657; number 5, Br, carries -0.1166; number 6, I, carries 0.0484